# 1
Entry from the OMol25 dataset: a structure of composition C15H32N6O7Sn at a distorted geometry (wB97M-V/def2-TZVPD).

CARTESIAN COORDINATES (ANGSTROEM)
O: -2.949 3.707 -1.638
H: -3.398 2.843 -1.853
Sn: -0.701 0.528 -0.264
N: 0.110 -1.437 -0.494
N: -2.238 -0.581 -1.328
N: 1.007 0.825 1.045
N: -1.238 2.099 1.227
O: 1.198 -1.905 0.038
O: 2.193 0.200 0.881
O: -2.423 2.435 1.479
O: -3.442 -0.223 -1.465
C: -1.844 -1.838 -1.730
C: -0.591 -2.299 -1.254
C: 1.029 1.877 1.877
C: -0.185 2.595 1.967
C: -0.062 -3.676 -1.304
H: -0.135 -4.146 -0.310
H: 0.999 -3.676 -1.589
H: -0.617 -4.293 -2.014
C: -2.797 -2.701 -2.473
H: -3.505 -2.082 -3.040
H: -3.362 -3.332 -1.764
H: -2.255 -3.364 -3.164
C: 2.193 2.097 2.781
C: -0.374 3.754 2.892
H: 3.044 1.459 2.523
H: 1.949 1.865 3.829
H: 2.545 3.135 2.753
H: -1.310 4.273 2.651
H: 0.446 4.494 2.886
H: -0.435 3.441 3.947
H: 1.825 -0.794 0.504
H: -2.256 3.290 -1.034
C: 0.727 0.874 -1.749
H: 0.745 0.280 -2.657
H: 1.732 1.286 -1.579
H: 0.065 1.730 -1.974
O: 3.989 0.075 -2.035
H: 3.836 0.399 -1.134
H: 3.608 -0.819 -2.001
C: 0.245 -1.252 3.416
N: -0.712 -2.165 2.828
C: -0.428 -3.583 2.923
C: -1.708 -4.315 3.244
C: -2.828 -3.965 2.299
N: -2.746 -2.606 1.795
C: -3.984 -2.151 1.192
C: -1.749 -1.720 2.079
O: -1.771 -0.539 1.586
H: 0.131 -0.256 2.980
H: 1.266 -1.612 3.241
H: 0.096 -1.193 4.509
H: 0.011 -3.948 1.973
H: 0.311 -3.710 3.723
H: -2.017 -4.076 4.269
H: -1.533 -5.391 3.203
H: -3.799 -4.086 2.804
H: -2.829 -4.647 1.429
H: -4.268 -2.836 0.381
H: -4.801 -2.162 1.932
H: -3.879 -1.146 0.785

Values from the calculation:
Total charge   0
Total energy   -1660.00230 a.u.
Frontier orbital gap (alpha / beta)   0.257 / 0.261 Eh

---

# 2
Entry from the OMol25 dataset: a structure of composition C15H33CsN3OV at a distorted geometry (wB97M-V/def2-TZVPD).

CARTESIAN COORDINATES (ANGSTROEM)
N: 1.824 -0.355 -0.113
C: 2.727 -0.757 0.654
O: 3.605 -1.120 1.356
Cs: 0.565 0.958 -3.516
V: -0.070 -0.071 -0.316
N: -0.737 -1.590 -1.163
N: -0.097 1.577 -1.306
C: -0.377 -2.990 -0.766
C: 0.643 2.876 -1.036
C: 0.810 -3.435 -1.620
C: -1.535 -3.973 -0.970
C: 0.009 -3.047 0.704
C: 0.227 3.929 -2.081
C: 0.306 3.396 0.364
C: 2.147 2.614 -1.148
H: 0.550 -3.451 -2.687
H: 1.116 -4.449 -1.329
H: 1.670 -2.765 -1.485
H: -2.447 -3.624 -0.469
H: -1.266 -4.943 -0.528
H: -1.755 -4.162 -2.027
H: 0.931 -2.498 0.924
H: 0.193 -4.098 0.970
H: -0.805 -2.684 1.346
H: 0.678 3.766 -3.077
H: 0.588 4.912 -1.747
H: -0.866 4.003 -2.191
H: -0.772 3.574 0.483
H: 0.818 4.359 0.526
H: 0.642 2.706 1.152
H: 2.467 1.714 -0.605
H: 2.679 3.473 -0.713
H: 2.502 2.544 -2.194
C: -1.563 1.687 -1.338
H: -2.018 0.809 -0.829
H: -1.934 2.587 -0.815
H: -1.976 1.742 -2.370
C: -1.480 -1.521 -2.441
H: -2.299 -2.255 -2.447
H: -1.978 -0.547 -2.605
H: -0.844 -1.751 -3.324
C: 0.893 0.758 3.330
C: -0.180 -0.217 2.837
C: -1.158 -0.536 3.978
C: -0.923 0.288 1.613
H: 0.490 1.774 3.431
H: 1.760 0.798 2.659
H: 1.269 0.446 4.314
H: 0.327 -1.163 2.580
H: -1.684 0.371 4.300
H: -1.912 -1.263 3.656
H: -0.633 -0.954 4.843
H: -1.850 -0.285 1.427
H: -1.160 1.360 1.700

Values from the calculation:
Total charge   +2
Total energy   -1794.36144 a.u.
Frontier orbital gap (alpha / beta)   0.277 / 0.265 Eh

---

# 3
Entry from the OMol25 dataset: a structure of composition C15H33HgN3O2Ta at a distorted geometry (wB97M-V/def2-TZVPD).

CARTESIAN COORDINATES (ANGSTROEM)
N: 1.036 1.173 1.718
C: 1.864 1.858 2.562
O: 2.252 2.942 2.668
Hg: 0.625 1.486 4.353
Ta: 0.062 0.142 0.437
N: -0.822 -1.680 0.748
N: 1.390 -0.348 -0.961
C: -0.176 -2.933 1.269
C: 2.869 -0.174 -0.961
C: -1.234 -3.902 1.820
C: 0.575 -3.719 0.185
C: 0.750 -2.507 2.388
C: 3.152 1.328 -0.980
C: 3.576 -0.859 -2.142
C: 3.400 -0.751 0.338
H: -1.858 -3.345 2.521
H: -0.723 -4.716 2.370
H: -1.902 -4.348 1.068
H: -0.042 -4.243 -0.555
H: 1.156 -4.541 0.625
H: 1.353 -3.142 -0.308
H: 1.600 -1.929 1.989
H: 1.152 -3.429 2.850
H: 0.142 -1.921 3.099
H: 2.774 1.768 -1.906
H: 4.239 1.516 -0.940
H: 2.686 1.849 -0.131
H: 3.322 -0.358 -3.085
H: 3.325 -1.928 -2.165
H: 4.666 -0.751 -1.984
H: 4.498 -0.635 0.381
H: 3.213 -1.833 0.411
H: 3.007 -0.254 1.237
C: -2.043 -1.943 -0.096
H: -2.499 -1.000 -0.419
H: -1.983 -2.613 -0.976
H: -2.731 -2.598 0.478
C: 0.797 -0.534 -2.308
H: -0.280 -0.346 -2.264
H: 1.242 0.143 -3.061
H: 0.963 -1.556 -2.695
C: -2.176 2.939 -1.850
C: -2.209 2.389 -0.433
C: -1.686 3.411 0.566
C: -3.601 1.892 -0.065
O: -1.273 1.215 -0.333
H: -2.832 3.819 -1.896
H: -2.586 2.254 -2.602
H: -1.183 3.313 -2.131
H: -2.321 4.318 0.564
H: -1.699 2.966 1.573
H: -0.656 3.695 0.300
H: -3.998 1.174 -0.797
H: -3.605 1.489 0.958
H: -4.305 2.739 -0.064

Values from the calculation:
Total charge   +2
Total energy   -1115.92650 a.u.
Expectation value of S²   0.823
Frontier orbital gap (alpha / beta)   0.276 / 0.206 Eh
Spin multiplicity   2

---

# 4
Entry from the OMol25 dataset: a structure of composition C15H34AsBrIrN3O2Si3 at a distorted geometry (wB97M-V/def2-TZVPD).

CARTESIAN COORDINATES (ANGSTROEM)
Ir: 0.368 -1.873 -0.454
N: 2.338 -2.567 -0.548
N: 2.776 -2.634 0.797
C: 1.781 -2.789 1.790
O: 2.058 -3.103 2.905
O: 0.537 -2.516 1.375
H: 2.300 -3.509 -0.952
H: 2.998 -2.027 -1.096
H: 3.635 -3.143 0.966
Br: -6.136 -3.514 -0.253
C: -4.371 -2.918 -0.301
C: -3.356 -3.741 -0.785
C: -2.070 -3.261 -0.790
N: -1.731 -2.023 -0.372
C: -2.716 -1.245 0.086
C: -4.033 -1.650 0.142
H: -3.561 -4.739 -1.143
H: -1.258 -3.889 -1.144
H: -2.439 -0.259 0.416
H: -4.782 -0.973 0.530
C: 2.435 3.201 -0.156
Si: 2.468 1.336 -0.021
C: 3.293 0.676 -1.571
C: 3.296 0.816 1.567
As: 0.164 0.501 0.046
Si: -0.671 0.901 -2.170
C: -2.524 0.838 -2.394
C: -0.001 2.513 -2.828
C: 0.174 -0.644 -2.923
Si: -0.741 1.270 2.207
C: 0.129 0.217 3.474
C: -0.224 3.065 2.193
C: -2.601 1.149 2.367
H: 3.478 3.528 -0.213
H: 1.996 3.686 0.710
H: 1.937 3.563 -1.058
H: 4.377 0.721 -1.451
H: 3.038 1.290 -2.437
H: 3.011 -0.333 -1.822
H: 4.377 0.925 1.448
H: 3.101 -0.209 1.872
H: 2.996 1.472 2.385
H: -3.062 1.489 -1.703
H: -2.941 -0.163 -2.337
H: -2.725 1.211 -3.403
H: -0.164 3.331 -2.125
H: -0.525 2.768 -3.751
H: 1.066 2.462 -3.054
H: -0.047 -1.614 -2.374
H: 1.251 -0.528 -3.011
H: -0.218 -0.895 -3.911
H: 1.191 0.443 3.549
H: 0.012 -0.851 3.286
H: -0.321 0.434 4.447
H: 0.830 3.185 2.432
H: -0.795 3.577 2.972
H: -0.435 3.581 1.255
H: -2.960 0.134 2.544
H: -3.147 1.596 1.534
H: -2.857 1.731 3.257

Values from the calculation:
Total charge   +2
Total energy   -6688.86049 a.u.
Energy relative to the best compared isomer or geometry (same formula, charge and spin)   0.0 kcal/mol
Frontier orbital gap   0.286 Eh

---

# 5
Entry from the OMol25 dataset: a structure of composition C15H34AsBrIrN3O2Si3 at a distorted geometry (wB97M-V/def2-TZVPD).

CARTESIAN COORDINATES (ANGSTROEM)
Ir: -1.978 -0.128 -0.481
N: -2.708 1.641 0.408
N: -3.468 2.315 -0.571
C: -3.869 1.600 -1.682
O: -4.687 1.950 -2.463
O: -3.194 0.413 -1.803
H: -3.290 1.414 1.215
H: -1.973 2.270 0.721
H: -4.062 3.073 -0.267
Br: -1.157 -5.794 -3.995
C: -1.364 -4.236 -3.003
C: -0.345 -3.783 -2.173
C: -0.536 -2.621 -1.464
N: -1.664 -1.896 -1.522
C: -2.651 -2.346 -2.327
C: -2.537 -3.496 -3.074
H: 0.585 -4.327 -2.080
H: 0.242 -2.242 -0.824
H: -3.555 -1.760 -2.371
H: -3.358 -3.805 -3.704
C: 2.189 2.679 2.289
Si: 0.493 2.386 1.604
C: -0.727 2.223 3.017
C: 0.050 3.696 0.344
As: 0.271 0.294 0.345
Si: 0.701 -1.525 2.057
C: 1.156 -3.140 1.270
C: 2.114 -0.783 2.998
C: -0.922 -1.608 2.960
Si: 1.844 0.525 -1.551
C: 0.817 1.559 -2.704
C: 3.315 1.379 -0.803
C: 2.313 -1.120 -2.277
H: 2.137 3.633 2.824
H: 2.958 2.777 1.526
H: 2.506 1.924 3.005
H: -0.998 3.212 3.395
H: -0.260 1.682 3.843
H: -1.650 1.692 2.785
H: -0.275 4.607 0.854
H: -0.723 3.425 -0.382
H: 0.936 3.955 -0.240
H: 1.923 -3.056 0.499
H: 0.296 -3.672 0.867
H: 1.576 -3.756 2.072
H: 2.861 -0.326 2.347
H: 2.611 -1.585 3.551
H: 1.777 -0.039 3.721
H: -1.757 -1.706 2.261
H: -1.091 -0.727 3.581
H: -0.940 -2.483 3.615
H: 0.725 2.589 -2.358
H: -0.186 1.142 -2.821
H: 1.281 1.582 -3.694
H: 3.151 2.451 -0.691
H: 4.177 1.247 -1.462
H: 3.584 0.962 0.169
H: 1.535 -1.541 -2.911
H: 2.616 -1.859 -1.534
H: 3.185 -0.935 -2.912

Values from the calculation:
Total charge   +2
Total energy   -6688.84774 a.u.
Energy relative to the best compared isomer or geometry (same formula, charge and spin)   8.0 kcal/mol
Frontier orbital gap   0.241 Eh

---

# 6
Entry from the OMol25 dataset: a structure of composition C15H34BINO5P2S3 at a distorted geometry (wB97M-V/def2-TZVPD).

CARTESIAN COORDINATES (ANGSTROEM)
C: 2.816 -2.653 2.859
C: 2.433 -1.258 2.352
C: 0.916 -1.007 2.255
I: -0.236 -2.706 1.617
P: 0.498 0.405 1.183
C: -1.060 1.240 1.720
C: -1.791 0.607 2.918
C: -3.200 1.191 3.066
S: -4.199 0.322 4.300
C: -4.301 -1.289 3.503
S: -3.463 -2.529 4.130
N: -5.149 -1.451 2.405
C: -4.374 -1.805 1.182
C: -5.150 -1.710 -0.149
O: -6.155 -0.723 -0.208
C: -6.959 -0.786 0.954
C: -6.124 -0.377 2.150
P: 0.287 -0.294 -0.914
S: 1.668 -1.505 -1.467
B: 1.876 1.840 1.004
O: 1.630 2.726 -0.004
O: 3.002 1.903 1.734
H: 3.822 -2.615 3.283
H: 2.810 -3.388 2.053
H: 2.145 -2.984 3.657
H: 2.821 -0.532 3.077
H: 2.907 -1.065 1.385
H: 0.504 -0.782 3.242
H: -1.718 1.304 0.844
H: -0.771 2.271 1.958
H: -1.837 -0.479 2.812
H: -1.233 0.809 3.838
H: -3.712 1.277 2.101
H: -3.132 2.207 3.471
H: -3.447 -1.215 1.120
H: -4.072 -2.850 1.300
H: -5.558 -2.694 -0.418
H: -4.430 -1.442 -0.928
H: -7.330 -1.812 1.091
H: -7.816 -0.124 0.821
H: -6.757 -0.240 3.027
H: -5.635 0.571 1.894
H: 0.297 0.954 -1.556
H: -1.064 -0.680 -0.970
H: 0.773 3.157 -0.010
H: 2.999 1.504 2.605
C: 3.755 2.152 -3.405
O: 3.960 2.387 -4.781
C: 5.332 2.429 -5.147
C: 5.791 1.130 -5.771
O: 5.716 0.049 -4.856
C: 4.579 -0.770 -5.048
H: 2.701 1.908 -3.270
H: 4.361 1.318 -3.042
H: 3.986 3.047 -2.816
H: 5.949 2.660 -4.272
H: 5.458 3.236 -5.873
H: 6.834 1.237 -6.080
H: 5.195 0.914 -6.664
H: 4.697 -1.402 -5.934
H: 3.668 -0.174 -5.152
H: 4.486 -1.413 -4.173

Values from the calculation:
Total charge   +1
Total energy   -3222.46996 a.u.
Frontier orbital gap   0.256 Eh